DFT (the ωB97M-V functional and the def2-TZVPD basis) results for a cluster of 6 separate species, C26H47IO18 in total in a non-equilibrium geometry.

Geometry as XYZ:
```
92
Properties=species:S:1:pos:R:3
O -2.553 3.077 -8.465
C -2.009 2.098 -7.883
I -1.353 0.436 -9.115
C -1.882 2.184 -6.292
C -0.475 1.677 -5.698
C -0.551 0.508 -4.581
C -1.259 1.275 -3.348
O -0.432 2.504 -3.309
C -0.101 2.878 -4.649
O 0.405 3.931 -5.089
H -2.716 1.619 -5.744
H -1.982 3.294 -6.019
H 0.454 1.657 -6.355
H -0.937 -0.518 -4.885
H 0.545 0.495 -4.217
H -2.300 1.741 -3.537
H -1.193 0.713 -2.345
C 2.367 6.276 -3.925
C 1.796 6.396 -5.325
O 1.446 7.754 -5.627
C 2.471 8.564 -5.929
O 3.637 8.250 -5.983
O 1.981 9.797 -6.148
C 2.984 10.783 -6.387
H 1.680 6.711 -3.193
H 2.545 5.230 -3.669
H 3.311 6.817 -3.834
H 0.877 5.812 -5.391
H 2.485 5.998 -6.077
H 3.652 10.479 -7.196
H 3.547 10.971 -5.471
H 2.482 11.705 -6.683
C -2.075 -5.315 0.204
C -1.467 -3.960 0.516
O -1.712 -3.026 -0.543
C -2.948 -2.507 -0.586
O -3.849 -2.744 0.181
O -3.020 -1.686 -1.650
C -4.319 -1.138 -1.870
H -1.728 -5.675 -0.769
H -1.805 -6.045 0.970
H -3.164 -5.258 0.152
H -0.383 -4.061 0.600
H -1.829 -3.566 1.471
H -4.700 -0.648 -0.972
H -5.003 -1.922 -2.201
H -4.237 -0.392 -2.662
C 5.371 -5.030 -2.540
C 5.120 -4.567 -1.117
O 4.527 -3.263 -1.094
C 3.218 -3.216 -1.384
O 2.512 -4.161 -1.645
O 2.828 -1.930 -1.356
C 1.470 -1.730 -1.743
H 5.958 -4.287 -3.086
H 5.906 -5.982 -2.548
H 4.434 -5.158 -3.086
H 6.072 -4.487 -0.589
H 4.503 -5.281 -0.563
H 0.795 -2.356 -1.156
H 1.354 -1.930 -2.810
H 1.219 -0.684 -1.556
C 1.249 -3.230 6.261
C 0.417 -2.014 5.897
O 1.203 -1.041 5.197
C 1.448 -1.313 3.907
O 1.059 -2.280 3.295
O 2.219 -0.330 3.411
C 2.634 -0.549 2.064
H 2.144 -2.930 6.813
H 0.671 -3.925 6.873
H 1.590 -3.759 5.368
H 0.061 -1.533 6.810
H -0.466 -2.290 5.313
H 1.779 -0.743 1.413
H 3.345 -1.376 2.023
H 3.133 0.356 1.715
C -4.670 0.418 8.389
C -3.698 0.344 9.552
O -3.812 -0.905 10.244
C -3.235 -1.956 9.641
O -2.631 -1.934 8.594
O -3.462 -3.046 10.392
C -2.981 -4.258 9.812
H -5.689 0.212 8.728
H -4.643 1.406 7.925
H -4.433 -0.326 7.627
H -3.939 1.126 10.276
H -2.667 0.513 9.227
H -1.925 -4.178 9.547
H -3.580 -4.513 8.935
H -3.092 -5.050 10.552
```

- SMILES = O=C(I)C[C@@H]1CCOC1=O.CCOC(=O)OC.CCOC(=O)OC.CCOC(=O)OC.CCOC(=O)OC.CCOC(=O)OC
- orbital gap (eV) = 10.00
- total charge = 0
- LUMO (eV) = -0.101